[1]
{"formula": "C28H48GeN5OSi2V", "method": "ωB97M-V with the def2-TZVPD basis set", "homo_lumo_gap_ev": [6.4, 6.6], "e_lumo_ev": [0.31, 0.31], "e_homo_ev": [-6.067, -6.258], "multiplicity": 3, "total_energy_ev": -137273.33299, "s2": 2.246, "de_lowest_kcal_mol": 23.3, "symbols": ["V", "C", "Si", "C", "C", "C", "C", "C", "C", "C", "C", "N", "Si", "C", "C", "C", "H", "H", "H", "H", "H", "H", "H", "H", "H", "H", "H", "H", "H", "H", "H", "H", "H", "H", "H", "H", "H", "H", "C", "C", "O", "N", "C", "C", "C", "C", "C", "C", "N", "H", "H", "H", "H", "H", "H", "H", "H", "H", "H", "C", "C", "N", "C", "C", "N", "H", "H", "H", "H", "H", "H", "C", "Ge", "C", "C", "C", "H", "H", "H", "H", "H", "H", "H", "H", "H", "H"], "coordinates": [[-0.19774, 0.03792, -0.29323], [3.99895, -0.26931, 0.18973], [2.88912, 0.93543, 1.12705], [4.01561, 1.57447, 2.49791], [2.59412, 2.51496, 0.16105], [1.29488, 0.06604, 1.49804], [0.28394, 0.88178, 2.23928], [0.59132, 1.81463, 3.24999], [-0.42380, 2.50424, 3.87837], [-1.74712, 2.26864, 3.50670], [-1.97376, 1.35615, 2.50511], [-1.00598, 0.67356, 1.88780], [1.55711, -1.48528, 2.50181], [1.77136, -3.11434, 1.60987], [3.08339, -1.44546, 3.59769], [0.15947, -1.74214, 3.71958], [4.27395, 0.12949, -0.79668], [3.51319, -1.24245, 0.04468], [4.92690, -0.44222, 0.75060], [4.91640, 1.94658, 1.98932], [4.33298, 0.82351, 3.22036], [3.58714, 2.42545, 3.04143], [3.28273, 2.59236, -0.69042], [2.77512, 3.37960, 0.81082], [1.56853, 2.57223, -0.21628], [1.62402, 1.95978, 3.53965], [-0.19569, 3.21398, 4.66560], [-2.57458, 2.78957, 3.97020], [-2.98973, 1.16086, 2.16704], [2.66160, -3.12676, 0.96985], [0.89642, -3.39773, 1.02145], [1.92413, -3.87257, 2.39122], [4.01950, -1.38118, 3.02595], [3.11007, -2.37450, 4.18219], [3.05559, -0.60807, 4.30290], [-0.74579, -2.07810, 3.21077], [-0.08642, -0.82797, 4.27048], [0.45706, -2.50880, 4.44365], [-3.01174, -3.54781, 1.97179], [-2.62127, -2.40348, 1.07136], [-1.51973, -2.33084, 0.53020], [-3.57448, -1.46897, 0.84361], [-3.37352, -0.39210, -0.12149], [-2.88206, -0.96806, -1.42502], [-3.77387, -1.67666, -2.22202], [-3.34276, -2.24284, -3.39913], [-2.02912, -2.04925, -3.76316], [-1.21011, -1.31502, -2.92450], [-1.59286, -0.79719, -1.75214], [-3.08598, -3.20143, 3.00435], [-2.24811, -4.31870, 1.91808], [-3.97682, -3.96334, 1.67516], [-4.42539, -1.50555, 1.37469], [-2.67488, 0.36268, 0.22873], [-4.33544, 0.08387, -0.29759], [-4.80183, -1.77813, -1.89346], [-4.02068, -2.80941, -4.02565], [-1.63130, -2.43181, -4.69232], [-0.19810, -1.09874, -3.22531], [1.59520, -2.64763, -1.72487], [1.92164, -1.25669, -2.13560], [1.31052, -0.15380, -1.73294], [1.90203, 0.89560, -2.43094], [2.86611, 0.41343, -3.24630], [2.85722, -0.95738, -3.05192], [0.81795, -2.64987, -0.96362], [2.46712, -3.15293, -1.31261], [1.23338, -3.22426, -2.57905], [1.57488, 1.90804, -2.27495], [3.54130, 0.90263, -3.92799], [3.47983, -1.62188, -3.47393], [-3.50156, 2.65894, -2.12842], [-1.53587, 2.61937, -2.24804], [-1.22456, 1.85586, -4.03211], [-0.96993, 4.48967, -2.39590], [-0.73062, 1.78487, -0.72101], [-3.90173, 3.41752, -2.81183], [-3.82526, 2.89964, -1.11090], [-3.92852, 1.68786, -2.41414], [-1.55938, 2.58786, -4.77521], [-1.80443, 0.93994, -4.18093], [-0.16788, 1.63867, -4.21560], [-1.48548, 4.99659, -3.22074], [0.11002, 4.55224, -2.57046], [-1.19165, 5.01993, -1.46445], [-0.74429, 2.54423, 0.07677]], "mulliken_charge": [0.03, -0.97, 0.50, -1.46, -0.86, 3.21, -2.42, -0.54, -0.85, -1.16, -0.26, 0.88, 0.27, -0.92, -1.51, -0.84, 0.44, -0.01, 0.49, 0.39, 0.41, 0.41, 0.37, 0.45, -0.11, 0.29, 0.44, 0.43, 0.29, 0.27, 0.15, 0.51, 0.33, 0.38, 0.32, -0.07, 0.26, 0.49, -1.76, 0.49, -0.46, 0.17, -0.17, 0.53, -1.19, -0.81, -1.14, -0.84, 1.44, 0.37, 0.31, 0.51, 0.27, -0.88, 0.84, 0.52, 0.44, 0.53, 0.71, -1.23, -0.30, 1.52, -0.82, -1.43, 0.20, -0.29, 0.50, 0.41, 0.83, 0.42, 0.21, -1.33, 0.32, -1.16, -1.36, -0.19, 0.45, 0.35, 0.32, 0.50, 0.32, 0.27, 0.40, 0.36, 0.38, 0.46]}

=====

[2]
{"formula": "C28H49BrNOP3Pd", "method": "ωB97M-V with the def2-TZVPD basis set", "homo_lumo_gap_ev": [5.4, 5.2], "e_lumo_ev": [-7.05, -9.15], "e_homo_ev": [-12.470, -14.390], "multiplicity": 3, "total_energy_ev": -134741.78542, "s2": 2.046, "total_charge": 2, "de_lowest_kcal_mol": 0.0, "symbols": ["N", "C", "C", "C", "C", "C", "C", "Pd", "P", "C", "C", "C", "C", "C", "C", "C", "Br", "H", "H", "H", "H", "H", "H", "H", "H", "H", "H", "P", "C", "C", "H", "H", "H", "H", "H", "C", "C", "H", "H", "H", "H", "H", "C", "C", "H", "H", "H", "H", "H", "C", "C", "H", "H", "H", "H", "H", "C", "C", "H", "H", "H", "H", "H", "C", "C", "H", "H", "H", "H", "H", "C", "P", "C", "C", "O", "H", "H", "H", "H", "H", "H", "H", "H", "H"], "coordinates": [[-5.78061, 4.07748, -5.57436], [-5.65204, 4.42078, -4.28488], [-4.78947, 3.73522, -3.41760], [-4.05823, 2.60924, -3.88541], [-4.14957, 2.32185, -5.26713], [-5.04766, 3.06866, -6.05699], [-3.17646, 1.89041, -2.97561], [0.00887, 0.02141, -2.37363], [2.17009, -0.25812, -1.75924], [-1.93594, 1.41612, -3.31755], [-0.82070, 1.95905, -2.49856], [0.21124, 2.80124, -3.07479], [0.97279, 3.61042, -2.25369], [0.76600, 3.57585, -0.85742], [-0.42587, 3.04361, -0.32713], [-1.12008, 2.11608, -1.07455], [2.18906, 3.73999, 0.33901], [-3.45980, 2.02300, -1.92931], [-1.71967, 0.84243, -4.22256], [-4.71666, 4.08488, -2.38309], [-3.57676, 1.52840, -5.73920], [-6.24482, 5.27988, -3.93523], [-5.20106, 2.82604, -7.11773], [0.32287, 2.83421, -4.16583], [-1.96537, 1.59866, -0.61591], [1.76116, 4.22965, -2.67586], [-0.73418, 3.30526, 0.68458], [-0.71093, -2.07528, -2.08695], [3.33094, 1.16074, -1.88731], [4.73198, 1.00873, -1.25250], [2.82613, 1.98790, -1.35397], [3.36561, 1.47459, -2.95047], [5.02544, 1.93031, -0.71864], [4.73759, 0.20248, -0.50993], [5.51497, 0.84324, -2.00854], [2.98246, -1.66348, -2.69395], [4.50201, -1.92178, -2.68586], [2.62678, -1.49807, -3.72378], [2.46911, -2.56582, -2.32712], [4.80563, -2.46762, -3.59415], [5.09322, -0.99756, -2.62903], [4.80056, -2.60533, -1.87736], [2.29784, -0.66898, 0.04787], [3.47507, -1.54845, 0.46398], [1.34405, -1.11449, 0.35968], [2.35323, 0.29819, 0.57055], [3.14578, -2.47361, 0.94994], [4.07423, -1.84786, -0.39491], [4.15225, -1.05314, 1.17521], [-0.33944, -2.83510, -0.48260], [-1.16739, -4.08230, -0.18824], [-0.51620, -2.06344, 0.28477], [0.73280, -3.08653, -0.47465], [-2.22071, -3.84017, 0.00458], [-1.13599, -4.81508, -1.00393], [-0.75138, -4.56396, 0.70658], [-0.10669, -3.31492, -3.27660], [-0.09410, -2.90794, -4.75000], [-0.76566, -4.18311, -3.11147], [0.90864, -3.58884, -2.95268], [-1.11390, -2.89016, -5.15019], [0.34820, -1.91710, -4.91250], [0.49754, -3.64229, -5.31667], [-2.51722, -1.99514, -2.25585], [-3.19196, -1.35203, -1.04057], [-2.84221, -3.04651, -2.38563], [-2.72926, -1.40886, -3.16994], [-3.79993, -0.49842, -1.35731], [-3.86902, -2.07178, -0.56334], [-2.51684, -0.96973, -0.25685], [-0.64007, -1.32906, 3.81591], [-0.99680, 0.07543, 2.73085], [-2.74484, 0.47186, 2.99425], [-0.02745, 1.45307, 3.36140], [-0.72757, -0.21306, 1.27932], [-0.90054, -1.06164, 4.84896], [0.42741, -1.57462, 3.73922], [-1.23470, -2.19767, 3.50788], [-3.01232, 0.30835, 4.04734], [-2.91015, 1.52902, 2.74210], [-3.35966, -0.16624, 2.34179], [0.84263, 1.60297, 2.71176], [-0.64488, 2.36063, 3.37756], [0.30460, 1.23785, 4.38555]], "mulliken_charge": [-0.51, -0.40, -0.43, 0.30, -0.33, -0.41, -0.22, -0.34, 1.23, -0.30, 0.17, -0.18, -0.43, -0.07, -1.13, 0.14, 0.02, 0.59, 0.78, 0.39, 0.39, 0.37, 0.37, 0.52, 0.35, 0.47, 0.58, 0.22, 0.90, -1.41, -1.06, 0.61, 0.40, 0.25, 0.39, -0.51, -1.35, 0.54, 0.18, 0.41, 0.14, 0.45, 0.48, -1.69, -0.55, 0.43, 0.34, 0.20, 0.48, 1.02, -1.41, -1.00, 0.41, 0.28, 0.33, 0.43, -0.54, -1.38, 0.50, 0.49, 0.38, 0.21, 0.38, -0.45, -1.01, 0.63, 0.52, 0.24, 0.41, -0.08, -1.37, 1.19, -1.29, -1.14, -0.79, 0.46, 0.36, 0.33, 0.42, 0.38, 0.28, 0.19, 0.38, 0.45]}

=====

Sequential M output: 650.45; 694.95 g mol⁻¹